22
Properties=species:S:1:pos:R:3:forces:R:3 method="wB97M-V/def2-TZVPD" smiles="CCN([NH+]=C(N)N)C(N)=S" multiplicity=1 total_charge=+1 gap_ha=0.3315 e_above_lowest_ev=0.000
C 0.574 2.018 1.485 -2.31 -2.84 -1.74
C -0.049 0.623 1.711 3.54 -0.43 0.34
N -0.232 -0.107 0.473 -3.51 -1.27 -1.93
N 0.396 -1.350 0.128 1.07 2.55 0.41
C 0.986 -1.352 -1.102 -0.39 1.79 -0.78
N 1.326 -2.501 -1.699 -0.46 1.09 1.86
N 1.192 -0.178 -1.722 0.53 0.91 0.41
C -1.545 -0.053 -0.181 0.44 0.45 -1.73
N -2.465 0.884 0.200 1.03 -0.10 2.79
S -1.776 -0.889 -1.616 -0.48 0.24 0.90
H 0.074 2.185 0.546 0.11 1.65 -0.33
H 0.321 2.609 2.293 -0.39 1.63 1.24
H 1.570 1.858 1.364 3.00 0.26 -0.44
H 0.676 0.024 2.261 -0.51 -0.09 0.62
H -0.897 0.880 2.240 -2.19 -0.81 1.05
H -0.140 -2.159 0.315 -0.76 -0.92 0.39
H 1.949 -2.309 -2.461 0.35 -1.17 -0.33
H 1.328 -3.295 -1.046 0.56 0.13 -1.21
H 1.768 0.056 -2.508 0.49 -1.42 -0.55
H 0.857 0.746 -1.445 -0.53 -1.08 1.01
H -2.786 1.025 1.172 0.97 -0.22 -0.68
H -3.128 1.285 -0.409 -0.54 -0.34 -1.31

18
Properties=species:S:1:pos:R:3:forces:R:3 method="wB97M-V/def2-TZVPD" multiplicity=1 total_charge=+1 gap_ha=0.3776 e_above_lowest_ev=1.417
C -1.074 0.577 -0.604 -0.20 0.67 0.15
C 0.129 1.391 -0.150 0.73 0.62 -0.02
C 0.557 1.150 1.280 0.15 0.18 -0.25
C -0.026 1.786 2.287 0.39 0.82 0.66
N -0.696 -0.893 -0.783 -0.92 2.02 0.79
H -1.919 0.613 0.095 0.38 0.07 -0.08
H -1.408 1.029 -1.544 -0.03 -0.76 -0.13
H 1.005 1.254 -0.811 -0.39 -0.51 0.00
H -0.042 2.461 -0.341 -0.55 -0.28 0.33
H 1.443 0.513 1.356 -0.50 -0.14 0.60
H 0.199 1.750 3.351 0.47 -0.69 -0.29
H -0.680 2.641 2.141 -0.52 -0.35 -0.59
H 0.271 -0.866 -1.092 -0.10 -1.07 -0.66
H -0.733 -1.379 0.110 0.28 0.01 0.17
H -1.412 -1.320 -1.361 0.63 -0.45 -0.68
H 0.964 -3.750 -0.898 -0.50 -0.36 0.30
H 1.893 -2.920 -1.644 0.19 0.39 -0.37
O 0.985 -2.894 -1.327 0.48 -0.17 0.04

18
Properties=species:S:1:pos:R:3:forces:R:3 method="wB97M-V/def2-TZVPD" multiplicity=1 total_charge=+1 gap_ha=0.2112 e_above_lowest_ev=3.842
C -0.254 -1.316 1.789 -1.37 -0.11 -1.98
C 0.190 0.024 1.367 -0.69 0.66 2.36
C -0.610 0.837 0.565 -1.19 -0.11 -0.44
C -0.379 2.140 0.218 0.69 -0.30 1.86
N -0.748 -0.636 -2.239 0.30 0.12 0.37
H 0.454 -2.130 1.624 0.39 0.25 0.40
H -0.684 -1.352 2.794 0.56 0.25 0.27
H 0.941 0.475 2.025 0.62 0.06 -0.89
H -1.099 -1.524 1.119 0.06 -0.42 0.23
H -1.596 0.454 0.317 0.31 -0.38 -0.42
H -1.168 2.775 -0.160 0.11 -0.07 -0.44
H 0.550 2.586 0.569 0.04 0.21 -0.60
H -0.454 -1.529 -1.847 -0.23 -0.06 -0.33
H 0.128 -0.124 -2.298 -0.23 -0.03 -0.25
H -1.053 -0.798 -3.191 -0.15 -0.13 0.03
H 2.691 0.109 -1.149 0.80 0.07 0.44
H 1.338 0.018 -0.319 0.78 0.06 -0.16
O 1.752 -0.010 -1.184 -0.80 -0.05 -0.45

18
Properties=species:S:1:pos:R:3:forces:R:3 method="wB97M-V/def2-TZVPD" smiles=[NH3+]CCCCO multiplicity=1 total_charge=+1 gap_ha=0.4297 e_above_lowest_ev=0.769
N 1.666 -0.677 0.077 1.03 -1.15 0.00
C 0.561 -1.271 0.933 0.82 0.58 1.12
C -0.657 -0.367 0.968 -0.32 -1.55 -1.18
C -1.231 -0.034 -0.425 -0.97 1.35 0.44
C -0.937 1.364 -0.863 0.47 1.28 -0.07
O 0.499 1.578 -0.742 -0.03 0.07 -1.01
H 2.142 -1.363 -0.517 -0.76 -0.13 -0.33
H 2.478 -0.427 0.644 -0.45 0.85 0.24
H 1.299 0.119 -0.497 0.23 0.41 0.21
H 0.422 -2.307 0.662 -0.46 -0.02 -0.60
H 0.955 -1.326 1.949 0.14 0.02 -0.07
H -1.421 -0.986 1.400 -0.31 -0.34 0.64
H -0.540 0.465 1.650 0.21 0.43 -0.28
H -2.317 -0.050 -0.326 -0.09 -0.27 -0.14
H -1.001 -0.654 -1.290 0.38 -0.70 0.45
H -1.285 1.531 -1.880 0.27 -0.18 -0.32
H -1.384 2.192 -0.309 -0.31 -0.49 0.50
H 0.750 2.212 -1.433 0.14 -0.15 0.39

18
Properties=species:S:1:pos:R:3:forces:R:3 method="wB97M-V/def2-TZVPD" smiles=CC[NH2+]CCO multiplicity=1 total_charge=+1 gap_ha=0.4340 e_above_lowest_ev=3.104
C 1.590 1.937 -0.632 0.69 -1.84 0.54
C 0.023 1.743 -0.620 -0.26 -0.77 0.02
N -0.251 0.205 -0.530 -3.44 -0.28 1.40
C -0.227 -0.543 0.938 -1.20 -1.14 -1.30
C -1.096 -1.880 0.686 1.28 1.59 -2.54
O -0.205 -2.925 -0.124 -2.54 2.70 2.80
H 1.950 2.959 -0.447 -0.39 -0.18 -1.00
H 2.244 1.264 -1.407 -2.13 2.19 1.11
H 1.976 1.467 0.279 -0.32 -0.12 0.29
H -0.662 2.036 0.243 1.82 0.47 -0.64
H -0.520 2.186 -1.505 0.80 -0.94 0.55
H 0.190 -0.370 -1.220 0.99 -0.38 -0.51
H -1.327 0.055 -0.788 2.78 0.59 0.65
H 0.703 -0.941 1.352 0.56 0.83 -0.90
H -0.655 0.181 1.664 -0.03 -0.51 -0.71
H -1.502 -2.194 1.654 0.25 -0.52 -0.47
H -1.927 -1.500 -0.017 0.82 -1.39 1.13
H -0.303 -3.680 0.472 0.34 -0.30 -0.41

19
Properties=species:S:1:pos:R:3:forces:R:3 method="wB97M-V/def2-TZVPD" multiplicity=1 total_charge=-1 gap_ha=0.2498 e_above_lowest_ev=0.729
C -0.332 -0.368 0.186 0.25 -0.17 -1.28
N 0.620 -0.546 -0.892 0.57 -0.59 -0.41
C 2.105 -0.107 -0.790 -1.07 -0.53 0.28
O 2.375 0.889 0.030 -0.07 0.10 0.18
C -1.611 -1.179 -0.124 1.28 -0.20 -0.49
C -2.735 -0.897 0.836 -0.47 0.86 0.30
H 0.142 -0.793 1.069 -0.08 0.56 0.44
H -0.615 0.693 0.264 0.07 -0.07 0.74
H 0.269 -0.316 -1.809 -0.33 0.36 0.18
H 2.601 -1.085 -0.553 0.25 0.32 0.17
H 2.320 0.099 -1.857 0.18 -0.05 -0.34
H -1.294 -2.221 -0.135 -0.17 -0.23 0.19
H -1.820 -0.990 -1.178 -0.54 0.28 0.01
H -3.716 -0.765 0.387 -0.14 -0.25 -0.36
H -2.855 -1.646 1.614 0.18 -0.05 0.15
H -2.548 0.083 1.302 0.01 -0.31 0.19
H 3.035 3.157 0.858 -0.16 0.34 0.09
H 1.915 2.557 0.196 -0.12 -0.24 0.01
O 2.145 3.436 0.599 0.36 -0.13 -0.05

19
Properties=species:S:1:pos:R:3:forces:R:3 method="wB97M-V/def2-TZVPD" multiplicity=1 total_charge=+1 gap_ha=0.3221 e_above_lowest_ev=3.404
C 2.466 1.939 0.254 1.83 -0.29 0.04
C 1.073 1.748 -0.201 -0.02 -1.19 0.66
C 0.007 2.145 0.482 0.15 0.30 0.21
N -1.363 1.602 0.411 -0.71 -1.57 -0.50
C -2.331 2.058 -0.305 -0.89 1.60 -1.39
H 2.604 2.577 1.163 -0.05 -0.72 -0.82
H 3.002 0.911 0.326 -1.36 1.36 0.62
H 3.096 2.283 -0.572 -0.21 0.73 0.05
H 1.085 1.029 -0.989 -0.86 -0.37 -0.57
H 0.174 2.895 1.245 -0.53 -0.21 0.36
H -1.533 0.647 0.927 0.47 2.32 -1.10
H -3.392 1.638 -0.352 1.85 0.02 0.52
H -2.243 3.010 -1.012 0.43 -2.05 1.86
H -0.400 -6.761 1.175 1.47 -1.17 1.58
H -1.139 -6.768 -0.070 -0.42 -0.37 -0.91
O -0.956 -6.219 0.677 -1.05 1.58 -0.68
H 0.372 -1.196 -1.621 -0.77 -0.27 1.08
H -0.345 -2.247 -0.735 0.09 0.40 0.00
O -0.178 -1.291 -0.801 0.59 -0.09 -1.02

19
Properties=species:S:1:pos:R:3:forces:R:3 method="wB97M-V/def2-TZVPD" multiplicity=1 total_charge=+1 gap_ha=0.2927 e_above_lowest_ev=4.008
C 0.383 -1.305 0.837 2.01 1.59 -1.67
C 0.164 0.203 0.587 -0.73 2.40 1.53
C 0.901 1.358 0.835 -0.48 -3.77 0.28
C -2.228 -0.078 0.145 2.47 -1.36 -1.01
N -1.151 0.608 0.091 0.16 0.03 0.12
H 1.420 -1.387 1.220 -0.72 -0.05 0.26
H 0.515 -1.727 -0.194 -0.46 0.13 0.71
H -0.311 -1.904 1.390 -0.45 0.13 0.46
H 0.721 2.212 0.218 -0.30 0.78 0.36
H 1.681 1.304 1.595 0.36 0.21 -0.83
H -2.834 -0.057 -0.693 -2.64 1.49 -0.73
H -2.161 -1.039 0.542 -0.01 -1.31 1.07
H -1.315 1.581 -0.188 0.83 -0.23 -0.59
H 6.126 2.475 -2.971 0.35 -0.65 -0.22
H 6.275 0.879 -3.286 -0.54 1.66 0.42
O 5.679 1.619 -2.995 0.17 -1.01 -0.18
H -5.194 -2.107 0.985 1.49 0.30 0.08
H -3.941 -2.761 1.667 -0.68 1.96 -1.44
O -4.210 -1.968 1.076 -0.81 -2.29 1.37

It is found that the max |F| values, taken in the order of the records, are 0.0817; 0.0458; 0.0495; 0.0384; 0.0903; 0.0269; 0.0545; 0.0742 hartree/bohr.
It is found that the LUMO level values, taken in the order of the records, are -0.1118; -0.1228; -0.2777; -0.1194; -0.1200; 0.1384; -0.1796; -0.1977 Eh.
It is found that the electronic energy values, taken in the order of the records, are -22620.7162; -7872.8744; -7870.4489; -7873.5217; -7871.1868; -9927.4953; -9918.8258; -9918.2223 eV.